A structure of composition C32H44N9OV at a distorted geometry. Source: the OMol25 dataset; level of theory: ωB97M-V/def2-TZVPD.

Geometry as XYZ:
```
87
Properties=species:S:1:pos:R:3:lowdin_spin:R:1
V 0.0346 0.9520 -1.2253 0.941
C -2.2025 3.2092 -1.4953 0.001
C -0.8829 3.9681 -1.3992 0.000
N 0.2446 3.0753 -1.0506 0.004
C 1.4454 3.3515 -1.8579 0.001
C 1.2601 2.7675 -3.2644 0.001
N 0.5628 1.4702 -3.1849 0.012
C -0.5689 1.3131 -4.1117 0.001
C -1.7571 2.1527 -3.6639 0.001
N -1.9952 1.9524 -2.2225 0.003
H -2.9409 3.8591 -1.9821 0.000
H -2.5725 2.9798 -0.4998 0.000
H -0.9888 4.7777 -0.6741 0.000
H -0.6672 4.4378 -2.3592 0.000
H 0.4731 3.2252 -0.0759 0.003
H 2.2854 2.8625 -1.3662 0.000
H 1.6573 4.4255 -1.9251 0.000
H 2.2392 2.6566 -3.7323 0.000
H 0.6887 3.4565 -3.8896 0.000
H 1.2096 0.7104 -3.4197 0.005
H -0.8622 0.2664 -4.0775 0.000
H -0.2884 1.5517 -5.1427 0.000
H -2.6312 1.8926 -4.2638 0.000
H -1.5597 3.2091 -3.8509 0.000
H -2.7916 1.3440 -2.0887 0.001
C 1.3196 0.9679 4.7311 0.000
C 1.0394 -0.5078 4.8291 0.000
C 1.6097 -1.2876 5.8280 0.000
C 1.3667 -2.6513 5.9018 0.000
C 0.5356 -3.2567 4.9724 0.000
C -0.0627 -2.4926 3.9836 0.000
C 0.1865 -1.1276 3.9101 0.000
N -0.4556 -0.3479 2.9035 -0.001
C -0.0315 -0.2606 1.6038 0.000
N 0.8607 -1.1905 1.2189 -0.001
C 1.7888 -1.0895 0.1333 -0.001
C 1.7808 0.0002 -0.7534 0.006
C 2.8896 0.0366 -1.6169 0.003
C 3.8375 -0.9700 -1.6947 0.001
C 3.7173 -2.0883 -0.8835 -0.003
C 2.6966 -2.1551 0.0533 0.001
C 2.5843 -3.3497 0.9701 0.000
N -0.5203 0.6311 0.7721 0.010
C -1.4626 1.5448 1.3294 0.005
C -1.0230 2.7185 1.9423 0.002
C -1.9267 3.6326 2.4640 0.000
C -3.2847 3.3636 2.4047 0.002
C -3.7249 2.1746 1.8402 0.000
C -2.8350 1.2522 1.3019 0.002
C -3.3223 -0.0352 0.6954 0.000
H 2.1723 1.2433 5.3477 0.000
H 0.4578 1.5490 5.0721 0.000
H 1.5306 1.2561 3.6999 0.000
H 2.2628 -0.8162 6.5521 0.000
H 1.8259 -3.2423 6.6829 0.000
H 0.3418 -4.3198 5.0273 0.000
H -0.7406 -2.9502 3.2723 0.000
H -0.9486 0.4673 3.2371 0.000
H 1.1801 -1.7773 1.9764 0.000
H 3.0252 0.8840 -2.2849 0.000
H 4.6525 -0.9004 -2.4052 0.000
H 4.4340 -2.8984 -0.9505 0.000
H 3.2159 -4.1606 0.6112 0.000
H 1.5576 -3.7236 1.0254 0.000
H 2.9069 -3.1139 1.9905 0.000
H 0.0442 2.8962 2.0351 0.000
H -1.5661 4.5422 2.9268 0.000
H -4.0015 4.0651 2.8104 0.000
H -4.7856 1.9540 1.8134 0.000
H -4.4065 -0.0324 0.5965 0.000
H -3.0434 -0.8833 1.3270 0.000
H -2.8756 -0.1858 -0.2892 0.000
C -0.7288 -4.9608 -2.1738 0.000
N -0.2913 -3.6266 -2.5187 0.000
C 0.5960 -3.3029 -3.6144 0.000
C 0.6936 -1.7814 -3.4798 0.000
O 1.3516 -1.0633 -4.2041 0.000
N -0.0764 -1.3849 -2.4131 0.003
C -0.6025 -2.4870 -1.8880 0.000
N -1.4078 -2.4515 -0.8145 -0.001
H -0.4723 -5.6333 -2.9874 0.000
H -1.8115 -4.9937 -2.0382 0.000
H -0.2446 -5.3283 -1.2646 0.000
H 0.1731 -3.5697 -4.5853 0.000
H 1.5733 -3.7765 -3.5079 0.000
H -1.3878 -1.5758 -0.3118 -0.001
H -1.5593 -3.2961 -0.2900 0.000
```

Results
highest occupied orbital energy (spin up / spin down)	-8.33 / -7.73	eV
F_max	0.028	hartree/bohr
multiplicity	2
net charge	+1
gap between HOMO and LUMO (spin up / spin down)	6.54 / 5.93	eV
LUMO level (spin up / spin down)	-0.0660 / -0.0659	hartree

---

A cluster of 2 separate species, C4H12OS2 in total at a distorted geometry. Source: the OMol25 dataset; level of theory: ωB97M-V/def2-TZVPD.

Geometry as XYZ:
```
19
Properties=species:S:1:pos:R:3:nbo_charge:R:1
C -1.0581 2.6352 0.5430 -0.620
C -0.4597 2.2013 1.8668 -0.531
S 0.4872 0.6241 2.0935 0.100
S -0.6821 -0.9159 1.7437 0.051
C -0.6047 -1.6476 0.0342 -0.533
C -1.8894 -2.3335 -0.3237 -0.630
H -2.0958 2.2909 0.2379 0.215
H -0.3235 2.4057 -0.2783 0.209
H -1.1616 3.6610 0.6654 0.211
H -1.3359 2.2163 2.5932 0.212
H 0.2148 2.9775 2.1860 0.220
H -0.0776 -1.0670 -0.6846 0.228
H 0.2314 -2.3533 0.1889 0.211
H -1.8732 -2.9415 -1.2166 0.225
H -2.7644 -1.5920 -0.4120 0.214
H -2.1926 -3.0369 0.4791 0.217
H 5.7397 -1.2928 -2.6884 0.476
H 4.6080 -1.1342 -3.7764 0.472
O 5.2375 -0.6974 -3.2517 -0.948
```

Results
highest occupied orbital energy	-8.71	eV
F_max	0.053	hartree/bohr
gap between HOMO and LUMO	9.49	eV
LUMO level	0.0287	hartree
SMILES	CCSSCC.O

---

A cluster of 2 separate species, C3H8N2O2 in total at a distorted geometry. Source: the OMol25 dataset; level of theory: ωB97M-V/def2-TZVPD.

Geometry as XYZ:
```
15
Properties=species:S:1:pos:R:3:nbo_charge:R:1
C -0.4165 -0.7349 -1.9301 -0.426
N 0.6400 -0.1355 -1.1287 -0.628
C 0.3471 0.9793 -0.2736 0.530
O -0.8044 1.3937 -0.1901 -0.639
H 1.5172 -0.0698 -1.6318 0.385
H 1.2630 1.5557 -0.0683 0.152
H -0.6465 -0.1319 -2.8106 0.192
H -1.3128 -0.7897 -1.3151 0.217
H -0.1215 -1.7251 -2.2790 0.206
C 0.3441 0.1300 2.1136 0.349
O -0.8630 0.6926 2.3896 -0.712
N 0.5581 -1.0463 1.6110 -0.628
H -1.3331 0.8813 1.5520 0.508
H -0.2140 -1.4238 1.0636 0.333
H 1.0423 0.4243 2.8976 0.161
```

Results
highest occupied orbital energy	-9.55	eV
F_max	0.093	hartree/bohr
gap between HOMO and LUMO	10.20	eV
LUMO level	0.0241	hartree
SMILES	[H]/N=C\O.CNC=O

---

An isolated molecule of C6H10O. Source: the OMol25 dataset; level of theory: ωB97M-V/def2-TZVPD.

Geometry as XYZ:
```
17
Properties=species:S:1:pos:R:3:nbo_charge:R:1
O 1.4964 -0.3715 1.4598 -0.707
C 1.4024 -0.2185 0.0460 0.051
C 0.3642 -1.1940 -0.5007 -0.418
C -1.0381 -0.8672 0.0568 -0.417
C -1.3725 0.6511 0.1238 -0.459
C -0.2640 1.5625 -0.3361 -0.167
C 1.0125 1.1870 -0.3608 -0.220
H 0.5912 -0.5091 1.7697 0.458
H 2.4002 -0.4599 -0.3345 0.185
H 0.6546 -2.2163 -0.2288 0.216
H 0.3589 -1.1338 -1.5949 0.210
H -1.1740 -1.3100 1.0536 0.195
H -1.7726 -1.3775 -0.5712 0.221
H -2.2803 0.8621 -0.4506 0.217
H -1.6219 0.9344 1.1568 0.218
H -0.5448 2.5770 -0.6159 0.205
H 1.7878 1.8836 -0.6729 0.209
```

Results
highest occupied orbital energy	-9.43	eV
F_max	0.007	hartree/bohr
gap between HOMO and LUMO	10.35	eV
LUMO level	0.0339	hartree
SMILES	O[C@@H]1C=CCCC1

---

An isolated molecule of C6H9NO at a distorted geometry. Source: the OMol25 dataset; level of theory: ωB97M-V/def2-TZVPD.

Geometry as XYZ:
```
17
Properties=species:S:1:pos:R:3:nbo_charge:R:1
C 0.7954 -1.8141 0.0443 -0.232
C 0.0797 0.1550 0.8276 -0.090
C -0.0422 1.6605 0.8361 -0.072
C -0.4085 0.5793 -1.2488 0.107
C -0.0696 -0.9945 -1.0446 -0.248
C -1.0439 -0.2667 -0.2446 -0.331
H 0.5617 -2.8797 0.0005 0.212
H 1.8950 -1.6159 -0.0649 0.201
H -0.1698 -1.5866 1.9045 0.348
H 1.0558 0.3790 0.2513 0.215
H 0.8873 2.0787 1.2913 0.200
H -0.9189 2.1120 1.2234 0.182
H -0.8308 0.7629 -2.1861 0.198
H -0.4329 -1.5745 -1.8702 0.209
H -2.1257 -0.3576 -0.0737 0.222
N 0.5360 -1.1343 1.3958 -0.594
O 0.0577 1.8381 -0.6584 -0.527
```

Results
highest occupied orbital energy	-9.21	eV
F_max	0.049	hartree/bohr
gap between HOMO and LUMO	10.23	eV
LUMO level	0.0377	hartree
SMILES	C1N[C@@H]2CO[C@H]3[C@@H]1[C@H]32

---

So what do the calculations give for molar mass? Going down the list: 621.71 140.27 104.11 98.14 111.14 u.